i) 160
Properties=species:S:1:pos:R:3 method="wB97M-V/def2-TZVPD" smiles=COC[C@H](C)N.COC[C@H](C)N.COC[C@H](C)N.COC[C@H](C)N.COC[C@H](C)N.COC[C@H](C)N.COC[C@H](C)N.COC[C@H](C)N.CO.CO.CO.CO homo_ev=-8.687 gap_ha=0.33025
O -4.05 1.36 0.52
O -2.43 -1.83 5.31
O 0.45 1.22 1.10
O -3.22 5.53 -3.24
O 2.56 -6.94 -1.65
O -3.73 1.01 -5.01
O 2.42 4.58 -0.38
O -0.60 -2.19 -2.41
O 4.57 -1.07 0.14
O -1.66 4.61 3.79
O -0.69 -6.20 1.66
O 4.33 5.48 -4.81
N 0.15 0.25 4.02
N 5.89 0.58 -2.92
N 4.13 -3.54 -1.74
N -5.05 -2.04 -0.68
N -0.32 6.16 -0.96
N 0.74 -6.41 5.04
N 0.23 3.96 1.57
N -2.22 -1.25 -5.52
C 1.55 4.14 2.04
C 3.68 -0.35 -2.72
C 0.46 0.77 -0.28
C -4.58 5.50 -3.02
C -0.49 4.34 -2.68
C -4.41 -1.43 1.56
C -0.37 -6.44 4.09
C -1.75 -5.39 1.19
C -1.59 -5.85 4.80
C 1.83 3.28 3.34
C 3.35 5.30 -3.83
C -1.01 -2.46 -1.08
C 3.03 -5.66 -2.06
C 2.91 5.94 -0.30
C -4.95 -0.92 0.21
C 3.96 -0.06 0.96
C 2.53 -4.14 -0.01
C 2.51 3.86 0.85
C -0.63 -1.65 2.89
C 4.87 0.24 -1.97
C -4.08 0.21 -0.39
C -2.49 5.96 -2.03
C -0.20 -0.18 -4.62
C -1.27 -1.07 5.34
C -3.04 2.33 0.27
C -1.03 -0.59 3.92
C -2.53 -2.55 6.48
C 3.56 -4.69 -1.01
C -1.67 -1.80 -3.24
C -1.90 3.26 3.93
C 3.58 -7.91 -1.22
C 0.00 -5.68 2.75
C -3.51 1.97 -4.02
C -1.11 -1.38 -4.63
C 5.52 -0.54 -0.78
C -0.92 5.79 -2.22
H 0.25 -2.18 3.24
H -0.56 -2.28 -4.91
H -1.83 -6.28 5.77
H 2.44 6.58 -1.05
H 2.47 5.94 -3.91
H -4.73 4.81 -2.20
H 5.60 1.28 -3.59
H -2.74 -0.39 -5.38
H -3.50 3.01 -4.35
H 2.72 3.62 3.86
H -5.88 -2.60 -0.54
H -2.64 -5.43 1.83
H 0.43 -0.16 -5.51
H 3.19 -8.93 -1.19
H -1.60 -1.72 -0.53
H -0.42 -1.19 1.92
H 0.97 1.47 -0.95
H -5.00 6.46 -2.71
H 0.47 -0.18 -3.75
H -2.61 1.64 -3.50
H 3.77 -5.86 -2.84
H 4.37 -8.01 -1.96
H 3.31 -0.53 1.70
H -5.06 5.15 -3.93
H 2.96 4.29 -3.97
H 0.48 -6.92 5.87
H 2.06 -5.04 0.40
H 3.67 5.43 -2.80
H -2.04 2.06 0.62
H -0.36 -1.62 5.59
H -4.48 -0.63 2.29
H 1.06 3.49 4.07
H 3.02 -3.57 0.78
H 4.62 1.27 -1.70
H -3.06 2.62 -0.78
H -3.09 -0.20 -0.59
H -2.85 -1.90 -5.07
H -0.57 0.74 -0.62
H -1.48 -4.35 1.05
H 0.39 0.69 3.14
H 6.03 -1.37 -1.26
H 0.94 -0.27 4.37
H -3.30 -3.28 6.23
H 4.70 0.55 1.47
H 6.24 0.04 -0.21
H -4.12 1.44 -5.78
H -4.40 0.59 -1.36
H 4.32 6.40 -5.09
H 1.89 2.20 3.18
H -1.57 -3.39 -1.07
H -2.83 -1.90 7.30
H 0.09 4.66 0.87
H 4.33 -5.09 -0.35
H -0.08 -4.60 2.88
H -1.60 -3.00 6.82
H 3.92 -1.24 -3.30
H -0.61 -7.49 3.92
H 3.99 6.05 -0.44
H -2.71 2.80 3.37
H 4.58 -2.97 -1.04
H -1.39 -4.78 4.86
H -1.31 -0.19 5.97
H -0.98 4.05 -3.60
H -4.98 -2.22 2.05
H -0.88 3.57 -2.00
H -0.55 6.49 -2.97
H -2.49 -5.90 4.17
H 2.20 -5.23 -2.62
H 2.63 6.46 0.61
H 2.93 -0.64 -1.98
H 0.81 -0.24 -0.47
H -0.13 -2.56 -0.45
H -2.35 -2.64 -3.35
H 0.66 5.90 -0.93
H -3.28 3.18 0.90
H -5.16 -1.67 -1.61
H -4.31 2.00 -3.28
H -2.01 -5.76 0.20
H -3.38 -1.76 1.42
H 4.12 -7.51 -0.36
H -2.68 6.99 -1.75
H 2.26 2.82 0.65
H 1.05 -5.86 2.52
H 6.67 0.98 -2.43
H 0.58 4.22 -2.85
H 1.81 -3.62 -0.64
H -1.05 2.60 3.72
H -2.19 -0.97 -2.75
H 3.45 0.65 0.31
H 0.38 2.17 1.17
H 0.92 -5.46 5.33
H -1.31 -2.50 2.80
H -2.76 5.28 -1.22
H -0.73 0.77 -4.55
H -1.90 -0.02 3.59
H -0.49 4.16 2.25
H 3.55 3.74 1.14
H 1.78 5.18 2.27
H -0.42 7.16 -0.83
H -2.15 3.00 4.96
H 3.34 -2.97 -2.02
H -2.35 5.17 4.16
H -5.97 -0.54 0.31
H 3.15 0.38 -3.33



ii) 160
Properties=species:S:1:pos:R:3 method="wB97M-V/def2-TZVPD" smiles=COC[C@H](C)N.COC[C@H](C)N.COC[C@H](C)N.COC[C@H](C)N.COC[C@H](C)N.COC[C@H](C)N.COC[C@H](C)N.COC[C@H](C)N.CO.CO.CO.CO homo_ev=-8.170 gap_ha=0.31721
O -1.06 -3.40 -1.51
O -7.19 -0.80 -1.73
O 4.20 -1.58 -2.44
O -0.35 5.09 -4.91
O 0.01 -8.37 -4.02
O 3.66 2.43 4.54
O 0.64 1.30 -0.41
O 3.19 -1.96 7.42
O -2.37 5.94 0.13
O 4.70 -0.40 2.27
O -2.17 -0.87 2.96
O -3.07 -0.44 -4.69
N -0.76 -0.93 -2.91
N 0.84 3.11 3.76
N 1.39 4.11 -1.70
N 2.33 0.07 4.30
N 2.23 -3.23 0.31
N -4.60 5.78 -1.56
N -4.18 -3.02 2.67
N -0.40 -5.98 -2.35
C 3.27 -0.97 6.41
C 0.55 0.16 -1.26
C -4.18 -1.72 1.96
C 3.65 -1.10 -3.70
C -5.95 -0.65 -2.33
C -4.52 3.32 -1.66
C -4.18 4.58 -0.85
C -0.34 -5.86 -3.81
C -1.67 5.06 -5.44
C 2.14 -0.91 5.35
C 5.50 0.45 1.41
C -3.94 0.59 -5.13
C 1.21 4.47 -3.12
C -0.77 0.20 -2.09
C 1.95 -2.25 4.61
C -1.36 -3.64 -0.14
C -1.53 0.26 3.49
C 1.31 5.39 4.26
C 2.99 3.56 4.87
C -1.08 6.15 0.53
C -3.60 -0.59 2.77
C -2.11 0.10 -1.24
C 2.01 -1.98 8.22
C 4.94 2.22 5.27
C -5.61 -1.33 1.52
C 1.89 4.05 3.83
C 1.68 1.21 0.57
C 4.53 -3.33 0.18
C 0.51 -7.05 -4.37
C 0.80 -9.49 -4.33
C 3.21 -2.44 -1.81
C 0.17 -4.52 -4.27
C -0.30 4.76 -3.49
C 3.34 -2.49 -0.27
C -2.59 4.74 -0.56
C 1.66 3.26 -3.88
H -0.89 3.90 -3.17
H -0.54 0.05 3.91
H 1.28 2.30 -3.52
H -1.36 -5.96 -4.19
H -3.60 -1.84 1.05
H 0.88 3.27 -1.46
H 1.27 2.19 3.75
H 0.31 3.11 2.90
H 5.68 2.96 4.98
H 3.31 -0.03 6.95
H 4.57 -3.51 1.26
H -0.44 6.05 -0.34
H -3.31 -3.18 3.15
H 2.35 3.93 -1.44
H 0.69 5.30 5.15
H 3.03 -0.26 3.65
H -2.13 0.77 4.25
H -2.19 3.89 0.00
H 1.65 -9.62 -3.65
H -2.07 0.89 -0.50
H 2.45 4.07 2.89
H -5.55 0.36 -2.25
H -1.46 -2.72 0.43
H 1.21 -2.20 3.82
H 2.40 -3.22 1.31
H 5.28 1.33 4.73
H 1.46 -2.60 0.14
H -4.10 -3.69 1.92
H -7.25 -1.64 -1.26
H -2.75 -0.87 -5.48
H 1.45 0.17 -1.88
H -4.05 6.54 -1.19
H -0.83 5.60 1.44
H 1.19 -4.26 -3.97
H -4.50 0.97 -4.28
H -6.16 -2.16 1.07
H 0.56 -6.12 -2.06
H -1.58 -0.85 -3.50
H 1.27 -2.52 7.64
H 3.73 4.36 4.92
H 3.47 -1.81 -4.51
H 4.39 -0.43 -4.15
H 0.19 -4.45 -5.36
H 0.50 -0.71 -0.60
H -6.12 -0.71 -3.40
H -2.08 4.63 -1.52
H -4.71 4.62 0.10
H 1.54 0.40 1.28
H 5.27 -0.95 2.80
H -0.87 -6.85 -2.14
H 4.53 -4.31 -0.29
H -5.59 3.19 -1.85
H -6.27 -1.10 2.36
H -0.66 5.55 -2.84
H 2.12 6.10 4.44
H 0.13 -10.35 -4.22
H -4.25 2.36 -1.22
H -4.15 -0.56 3.71
H -0.97 -4.27 -1.90
H 3.26 -3.43 -2.27
H -4.60 0.13 -5.88
H -2.26 -4.21 0.10
H -0.47 -4.15 0.24
H -0.82 1.09 -2.72
H 1.60 -3.01 5.31
H 4.87 1.15 0.85
H 2.77 0.89 4.69
H 1.84 5.32 -3.37
H 3.30 -1.48 0.15
H 0.45 -6.85 -5.44
H -2.96 0.04 -1.93
H 2.74 3.21 -3.75
H 2.57 3.54 5.87
H -2.28 5.71 -4.81
H 1.21 -0.63 5.83
H 5.47 -2.95 -0.24
H 1.24 -9.50 -5.33
H 2.65 1.15 0.08
H 2.71 -0.58 -3.51
H 2.18 -2.22 -2.09
H 1.60 -0.99 8.45
H -4.06 3.43 -2.65
H 6.06 -0.13 0.67
H -5.18 -1.28 -1.90
H -1.40 0.96 2.66
H 4.88 2.06 6.34
H 1.75 2.16 1.10
H 0.64 5.83 3.53
H -2.12 4.07 -5.34
H -3.34 1.40 -5.54
H -5.56 6.04 -1.39
H 2.16 -2.61 9.10
H 2.79 -2.82 4.21
H -2.03 -0.82 -0.66
H 1.54 -7.09 -4.03
H 4.26 -0.92 5.95
H -0.83 -1.80 -2.39
H -1.00 7.20 0.84
H 6.19 1.02 2.02
H -0.49 -3.71 -3.98
H -1.64 5.36 -6.48
H -3.68 0.35 2.22
H -5.65 -0.42 0.92
H 1.34 3.33 -4.92



Which structure is the least stable? The one labeled i).



i) 24
Properties=species:S:1:pos:R:3 method="wB97M-V/def2-TZVPD" homo_ev=-7.854 gap_ha=0.25490
O 1.56 1.49 1.17
O 2.39 0.00 -0.41
O -0.05 -0.26 2.22
C -0.27 -1.14 0.00
C -1.73 -1.09 0.17
C 0.32 -1.93 -1.09
C 1.40 0.37 0.27
C -0.90 2.06 -0.33
C 0.12 1.09 -0.90
C 0.65 -0.72 1.09
H -0.36 -2.07 -1.93
H -0.46 2.63 0.49
H -2.01 -2.07 0.57
H 1.37 -1.51 1.35
H 2.40 1.88 0.88
H -2.03 -0.35 0.91
H 0.40 0.55 2.49
H 1.27 -1.49 -1.40
H -0.30 0.47 -1.69
H -1.23 2.77 -1.09
H 0.58 -2.92 -0.68
H -1.80 1.57 0.05
H 0.94 1.63 -1.39
H -2.25 -0.95 -0.77



ii) 24
Properties=species:S:1:pos:R:3 method="wB97M-V/def2-TZVPD" smiles=Cc1ccccc1.O.O.O homo_ev=-9.085 gap_ha=0.35021
O 2.98 -0.43 2.00
O -2.98 2.00 0.08
O -2.51 -0.71 0.04
C 0.48 0.94 -1.09
C -0.03 0.51 1.20
C 0.06 -0.85 1.05
C 1.55 -0.92 -2.42
C 0.52 -1.31 -0.20
C 0.78 -0.43 -1.20
C -0.01 1.41 0.11
H -2.24 -1.26 0.80
H 1.43 -0.34 -3.33
H -0.55 2.35 0.17
H 2.48 0.13 2.60
H 0.04 0.81 2.26
H -2.07 -1.17 -0.69
H -0.35 -1.55 1.79
H -2.86 1.77 -0.83
H 1.16 -1.92 -2.72
H 2.60 -1.03 -2.06
H 0.10 1.48 -1.96
H 0.79 -2.35 -0.18
H -3.03 1.23 0.66
H 2.29 -1.10 1.83



Which structure is the least stable? The one labeled i).



i) 34
Properties=species:S:1:pos:R:3 method="wB97M-V/def2-TZVPD" homo_ev=-9.768 gap_ha=0.33398
Ar -15.80 -13.34 -7.07
O -15.30 -12.46 -3.93
O -14.22 -16.42 -7.58
O -14.11 -10.88 -8.39
O -19.44 -12.88 -7.70
O -17.94 -12.47 -4.58
O -15.41 -12.57 -10.38
O -17.36 -16.10 -8.32
O -17.92 -13.82 -9.95
O -12.95 -12.02 -5.77
O -13.85 -14.94 -4.94
O -17.10 -15.94 -5.63
H -18.97 -13.13 -8.49
H -19.51 -11.92 -7.76
H -16.42 -16.20 -8.50
H -12.97 -14.77 -5.29
H -14.03 -14.19 -4.38
H -12.15 -12.54 -5.82
H -17.53 -15.81 -6.47
H -16.99 -12.59 -4.48
H -13.49 -16.00 -8.04
H -17.67 -15.49 -9.00
H -15.40 -11.65 -3.44
H -13.18 -11.84 -6.68
H -14.59 -10.06 -8.27
H -14.80 -13.29 -10.55
H -14.67 -12.24 -4.62
H -14.64 -11.39 -9.01
H -16.86 -15.05 -5.35
H -17.01 -13.52 -10.00
H -14.36 -15.88 -6.80
H -18.08 -12.54 -5.52
H -18.28 -13.65 -10.81
H -15.21 -11.92 -11.05



ii) 34
Properties=species:S:1:pos:R:3 method="wB97M-V/def2-TZVPD" homo_ev=-10.069 gap_ha=0.36566
Ar 0.63 -0.32 -0.32
O 1.95 2.53 -0.05
O -1.89 -0.59 -2.39
O -1.57 2.88 -0.47
O 0.59 -1.53 3.09
O -1.35 -3.74 1.57
O -0.44 -3.03 -3.49
O 3.88 0.50 -0.33
O -2.91 0.46 0.33
O -2.03 0.54 2.98
O 1.62 -1.14 -3.93
O 1.20 1.29 2.41
H 4.56 1.08 0.01
H 1.73 1.64 3.13
H -0.84 2.98 -1.07
H -2.54 1.32 0.13
H 1.88 -1.04 -4.85
H -2.71 0.32 1.26
H -2.45 -0.63 -1.62
H 2.35 1.70 -0.29
H -2.29 -3.84 1.68
H 1.70 2.93 -0.88
H 1.44 1.83 1.66
H 0.66 -0.57 3.02
H -1.04 -3.10 -4.23
H 0.40 -1.69 4.01
H -2.65 1.25 3.14
H -1.16 -1.17 -2.19
H -1.15 -2.89 1.97
H 3.89 -0.26 0.25
H 1.53 -0.25 -3.60
H 0.04 -2.22 -3.65
H -1.85 3.78 -0.28
H -1.17 0.96 3.00



Which structure is the least stable? The one labeled ii).



i) 26
Properties=species:S:1:pos:R:3 method="wB97M-V/def2-TZVPD" homo_ev=-8.783 gap_ha=0.34933
O 3.76 0.49 -2.34
O 3.80 -1.71 -2.60
N -1.43 0.10 1.28
N 0.45 0.61 2.53
N 0.01 1.70 0.49
C -0.29 0.85 1.41
C -2.45 0.42 0.31
C 3.14 -0.72 -2.44
C -3.83 0.13 0.89
C 1.71 -0.88 -2.01
C 1.52 -1.13 -0.47
H 3.61 1.14 -3.02
H 0.71 2.36 0.81
H 1.72 -2.20 -0.42
H 0.91 -0.22 -2.35
H -1.72 -0.43 2.08
H -4.07 0.88 1.65
H -4.61 0.26 0.15
H 0.11 0.24 3.40
H 0.47 -0.92 -0.30
H -3.86 -0.82 1.42
H 1.37 1.01 2.60
H -2.38 -0.28 -0.51
H 1.40 -1.77 -2.53
H -2.28 1.43 -0.06
H 2.24 -0.54 0.08



ii) 26
Properties=species:S:1:pos:R:3 method="wB97M-V/def2-TZVPD" homo_ev=-8.913 gap_ha=0.34152
O 2.49 3.33 -2.46
O 0.95 2.36 -3.63
N -0.93 -0.91 1.54
N -2.51 0.69 0.73
N -1.55 -0.89 -0.75
C 0.86 1.88 -0.29
C 1.69 2.42 -2.49
C -0.08 -3.12 2.47
C -1.61 -0.37 0.42
C 1.74 1.30 -1.47
C -0.13 -2.10 1.31
H -2.87 0.80 1.65
H -1.55 -1.04 2.32
H -1.48 -0.37 -1.62
H 1.14 0.49 -2.12
H 0.67 -3.95 2.35
H 1.13 1.76 -4.48
H -1.00 -3.64 2.66
H 0.23 -2.56 3.39
H 0.83 -1.82 0.98
H 2.67 0.74 -1.33
H -0.19 1.90 -0.52
H -2.13 1.63 0.57
H 1.03 2.95 -0.21
H 1.06 1.26 0.60
H -0.48 -2.73 0.38



Which structure is the least stable? The one labeled ii).